Here is C45H85BN10O4PdSi as an isolated structure at a distorted geometry from OMol25. Energies are from ωB97M-V/def2-TZVPD.

As for the total energy: -83176.9080 eV. The highest occupied orbital energy comes out at 0.28 eV. The value obtained for the relative energy (zero: lowest compared OMol25 entry of this formula, charge and spin) is 66.15 kJ/mol.

```
! wB97M-V def2-TZVPD RIJCOSX def2/J DEFGRID3
* xyz -2 1
Pd 0.28 -0.05 0.08
C 3.75 0.50 0.81
C 4.17 -0.10 -0.52
C 4.49 -1.58 -0.34
C 3.04 0.10 -1.48
C 2.88 -0.33 -2.81
C 1.74 0.31 -3.27
C 1.20 0.15 -4.66
C -0.31 -0.04 -4.64
C 1.65 1.31 -5.55
N 1.25 1.06 -2.25
N 2.05 0.92 -1.18
B 0.44 2.40 -2.21
N 0.76 3.02 -0.82
N 0.36 2.36 0.26
C 0.86 2.95 1.33
C 1.62 4.06 0.92
C 1.54 4.07 -0.46
C 2.23 4.98 -1.43
C 2.44 6.37 -0.84
C 3.58 4.37 -1.82
C 0.62 2.41 2.71
C 1.95 2.27 3.48
C -0.08 1.05 2.66
N -1.14 2.36 -2.22
N -1.70 1.90 -1.10
C -2.85 2.51 -0.92
C -3.10 3.36 -2.00
C -1.98 3.25 -2.82
C -1.85 4.02 -4.11
C -0.83 5.16 -4.04
C -1.61 3.15 -5.34
C -3.62 2.47 0.37
C -3.57 3.87 0.99
C -5.07 2.00 0.21
H 4.49 0.32 1.59
H 2.79 0.04 1.07
H 3.59 1.58 0.71
H 5.06 0.41 -0.93
H 3.66 -2.06 0.17
H 5.39 -1.72 0.27
H 4.66 -2.06 -1.30
H 3.49 -1.03 -3.36
H 1.66 -0.77 -5.06
H -0.77 0.77 -4.08
H -0.55 -0.96 -4.13
H -0.72 -0.09 -5.65
H 1.44 2.25 -5.06
H 1.14 1.29 -6.52
H 2.73 1.25 -5.73
H 0.81 3.09 -3.11
H 2.15 4.76 1.54
H 1.62 5.06 -2.32
H 3.10 6.32 0.02
H 1.49 6.80 -0.51
H 2.89 7.03 -1.58
H 4.22 4.27 -0.94
H 4.10 5.00 -2.55
H 3.43 3.38 -2.23
H -0.01 3.12 3.26
H 2.59 1.57 2.96
H 1.77 1.89 4.48
H 2.46 3.23 3.56
H 0.36 0.41 1.84
H -1.14 1.18 2.44
H 0.03 0.53 3.61
H -3.96 3.98 -2.17
H -2.84 4.49 -4.25
H 0.18 4.77 -3.98
H -1.01 5.77 -3.15
H -0.91 5.80 -4.92
H -0.61 2.72 -5.32
H -1.71 3.74 -6.25
H -2.34 2.34 -5.38
H -3.11 1.80 1.06
H -4.10 4.59 0.36
H -2.53 4.19 1.09
H -4.03 3.87 1.97
H -5.56 2.52 -0.61
H -5.63 2.18 1.12
H -5.10 0.94 0.00
C -1.91 -1.56 -1.80
N -3.24 -2.15 -2.04
C -3.22 -3.52 -1.56
N -2.87 -3.62 -0.15
C -1.54 -3.00 0.03
N -1.54 -1.63 -0.41
C -2.51 -0.89 0.37
N -3.87 -1.44 0.19
C -4.20 -1.40 -1.23
C -3.83 -2.84 0.61
H -1.92 -0.52 -2.13
H -1.18 -2.13 -2.39
H -2.50 -4.10 -2.15
H -4.22 -3.96 -1.70
H -0.80 -3.57 -0.55
H -1.24 -3.03 1.08
H -2.48 0.15 0.05
H -2.25 -0.98 1.43
H -4.22 -0.36 -1.57
H -5.20 -1.84 -1.37
H -4.83 -3.28 0.47
H -3.58 -2.88 1.67
C 3.45 -3.97 4.78
C 3.58 -3.03 3.56
C 5.06 -2.64 3.39
C 2.75 -1.78 3.83
O 3.18 -3.71 2.41
Si 1.60 -3.65 1.82
O 1.20 -2.31 1.18
O 0.67 -4.04 3.18
C -0.01 -5.19 3.53
C -0.63 -4.92 4.92
C 0.93 -6.41 3.63
C -1.11 -5.50 2.52
O 1.48 -5.08 0.97
C 1.79 -5.44 -0.33
C 0.59 -6.21 -0.93
C 3.00 -6.41 -0.29
C 2.11 -4.24 -1.21
H 3.79 -3.48 5.69
H 4.03 -4.88 4.62
H 2.40 -4.22 4.87
H 5.43 -2.12 4.27
H 5.16 -1.99 2.53
H 5.67 -3.53 3.23
H 3.13 -1.23 4.69
H 1.72 -2.08 4.00
H 2.76 -1.15 2.95
H 0.15 -4.67 5.63
H -1.17 -5.80 5.28
H -1.31 -4.08 4.84
H 1.66 -6.27 4.43
H 1.45 -6.51 2.69
H 0.35 -7.32 3.84
H -1.81 -4.68 2.47
H -1.65 -6.42 2.78
H -0.65 -5.60 1.54
H 0.28 -7.00 -0.24
H 0.87 -6.66 -1.88
H -0.24 -5.54 -1.08
H 2.74 -7.28 0.31
H 3.83 -5.90 0.19
H 3.29 -6.73 -1.29
H 1.36 -3.47 -1.04
H 2.14 -4.51 -2.27
H 3.06 -3.82 -0.91
*
```

---

Here is C45H87F6NO25S2Zn as an isolated structure at a distorted geometry from OMol25. Energies are from ωB97M-V/def2-TZVPD.

As for the total energy: -187145.4140 eV. The highest occupied orbital energy comes out at -8.80 eV.

```
! wB97M-V def2-TZVPD RIJCOSX def2/J DEFGRID3
* xyz 0 1
Zn -3.62 -1.91 -1.68
C -6.51 -5.00 -2.70
F -7.60 -5.47 -3.33
F -6.81 -4.46 -1.51
F -5.61 -5.99 -2.50
S -5.59 -3.56 -3.74
O -5.67 -4.06 -5.09
O -6.35 -2.32 -3.54
N -4.01 -3.33 -2.94
S -3.11 -4.18 -3.99
O -3.51 -5.57 -4.25
O -2.82 -3.35 -5.15
C -1.41 -4.28 -3.07
F -0.54 -4.97 -3.80
F -0.95 -3.04 -2.90
F -1.64 -4.80 -1.85
C 0.22 -1.34 0.16
C -0.79 -0.33 -0.50
C -0.10 0.56 -1.55
O -1.91 -0.99 -0.98
H 0.99 -0.91 0.79
H 0.68 -1.93 -0.63
H -0.22 -2.05 0.87
H -1.17 0.31 0.29
H -0.81 1.14 -2.14
H 0.56 -0.03 -2.19
H 0.42 1.36 -1.02
O -0.52 5.64 4.81
C -1.34 4.82 5.21
O -1.91 3.85 4.54
C -1.30 3.40 3.30
C -2.22 2.28 2.69
C -2.01 4.99 6.59
H -0.33 2.94 3.52
H -1.13 4.13 2.51
H -1.85 1.32 3.04
H -2.16 2.24 1.60
H -3.28 2.46 2.90
H -2.32 6.03 6.67
H -1.35 4.71 7.41
H -2.95 4.45 6.56
O 3.76 4.73 -0.68
C 3.01 3.78 -0.45
O 1.76 3.74 0.09
C 1.16 4.93 0.57
C 1.77 5.54 1.83
C 3.41 2.40 -0.87
H 0.13 4.64 0.74
H 1.23 5.73 -0.16
H 2.76 5.92 1.56
H 1.85 4.79 2.62
H 1.17 6.35 2.22
H 3.79 2.39 -1.90
H 2.49 1.83 -0.75
H 4.09 1.87 -0.20
O -0.33 -5.76 1.05
C 0.68 -5.12 0.93
O 1.40 -4.52 1.92
C 0.99 -4.72 3.28
C 1.76 -3.77 4.23
C 1.30 -5.03 -0.44
H 1.05 -5.79 3.50
H -0.05 -4.48 3.50
H 1.57 -2.72 3.99
H 2.83 -3.93 4.16
H 1.47 -4.11 5.23
H 0.70 -4.37 -1.06
H 1.41 -6.01 -0.89
H 2.30 -4.62 -0.32
O -3.63 -3.23 -0.19
C -3.29 -4.19 0.58
O -2.72 -4.10 1.76
C -2.63 -2.80 2.39
C -3.92 -2.25 3.10
C -3.69 -5.60 0.30
H -2.32 -2.06 1.65
H -1.76 -2.96 3.03
H -4.77 -2.07 2.45
H -3.69 -1.28 3.54
H -4.25 -2.96 3.86
H -2.82 -6.26 0.21
H -4.17 -5.63 -0.68
H -4.44 -5.97 0.99
O -4.86 3.77 0.18
C -3.87 3.83 -0.55
O -2.87 4.69 -0.40
C -2.89 5.73 0.57
C -3.86 6.82 0.25
C -3.61 2.82 -1.67
H -1.90 6.17 0.68
H -3.16 5.28 1.53
H -4.92 6.55 0.28
H -3.70 7.23 -0.75
H -3.74 7.61 0.99
H -3.69 3.42 -2.57
H -4.41 2.08 -1.71
H -2.63 2.36 -1.56
O 1.66 6.43 -3.49
C 2.00 5.35 -3.96
O 1.39 4.21 -3.93
C 0.15 4.16 -3.19
C -1.08 4.35 -4.06
C 3.29 5.25 -4.74
H 0.15 4.93 -2.41
H 0.12 3.22 -2.65
H -1.20 3.52 -4.76
H -0.94 5.29 -4.59
H -2.01 4.42 -3.50
H 3.65 6.20 -5.13
H 3.12 4.52 -5.53
H 4.08 4.93 -4.07
O 0.75 2.27 7.20
C 1.59 2.55 6.31
O 1.77 1.99 5.11
C 1.13 0.79 4.80
C 1.43 0.43 3.33
C 2.53 3.79 6.42
H 0.07 1.00 4.93
H 1.48 -0.02 5.44
H 2.50 0.47 3.14
H 1.07 1.15 2.60
H 1.05 -0.57 3.08
H 3.55 3.43 6.61
H 2.15 4.40 7.23
H 2.62 4.42 5.54
O -3.94 -0.69 -3.32
C -3.78 0.24 -4.10
O -2.62 0.65 -4.66
C -1.51 -0.23 -4.69
C -0.35 0.55 -5.43
C -4.91 1.18 -4.42
H -1.77 -1.10 -5.28
H -1.37 -0.57 -3.66
H -0.56 0.77 -6.48
H 0.57 -0.04 -5.44
H -0.11 1.52 -5.01
H -5.78 1.03 -3.78
H -5.19 1.08 -5.46
H -4.60 2.20 -4.21
O 5.18 -3.95 3.47
C 6.00 -3.29 2.82
O 5.65 -2.32 2.03
C 4.33 -1.93 1.74
C 4.35 -1.11 0.46
C 7.45 -3.69 2.79
H 4.03 -1.38 2.63
H 3.62 -2.75 1.64
H 4.53 -1.79 -0.37
H 5.15 -0.37 0.42
H 3.42 -0.55 0.30
H 7.58 -4.27 3.70
H 8.06 -2.79 2.80
H 7.61 -4.29 1.89
O 4.42 -4.07 -4.47
C 3.89 -3.74 -3.41
O 4.28 -4.16 -2.17
C 5.52 -4.81 -1.93
C 5.63 -5.15 -0.47
C 2.60 -2.90 -3.31
H 6.36 -4.12 -2.05
H 5.74 -5.66 -2.58
H 5.11 -6.06 -0.19
H 5.14 -4.39 0.15
H 6.64 -5.38 -0.13
H 2.62 -2.13 -4.08
H 2.53 -2.41 -2.34
H 1.65 -3.41 -3.48
*
```

---

Which of these has the lowest highest occupied orbital energy? C45H87F6NO25S2Zn

---

Number 1 is which compound? C45H85BN10O4PdSi

---

Among the records above, which one has the lowest highest occupied orbital energy? C45H87F6NO25S2Zn